66
Properties=species:S:1:pos:R:3:forces:R:3 method="wB97M-V/def2-TZVPD" homo_lumo_gap_ev="4.71 / 3.30" total_energy_ev=-177300.5781 total_charge=-2
Tl 0.209 0.606 -1.027 0.00 0.11 -0.29
Br 5.354 1.733 4.927 -0.02 -0.01 -0.05
C 4.394 1.095 3.389 0.04 0.00 0.03
C 5.101 0.609 2.289 -0.11 0.02 -0.02
C 4.402 0.145 1.202 -0.01 -0.01 0.05
C 2.962 0.116 1.135 -0.09 0.03 0.08
O 2.374 -0.357 0.128 0.04 0.06 0.01
C 2.272 0.647 2.293 -0.14 0.00 0.06
C 0.821 0.737 2.472 0.32 0.11 -0.04
N -0.137 0.432 1.674 -0.05 -0.16 0.05
C -1.452 0.557 2.157 -0.38 0.01 0.00
C -1.771 0.615 3.539 -0.01 -0.05 -0.11
C -3.077 0.726 3.977 -0.05 -0.02 -0.04
C -4.143 0.774 3.081 0.21 -0.02 -0.12
C -3.892 0.673 1.692 0.07 -0.01 0.10
C -4.914 0.653 0.726 -0.10 0.02 0.04
C -4.600 0.519 -0.630 0.09 0.00 -0.07
C -3.271 0.433 -0.991 -0.11 -0.01 0.04
N -2.268 0.463 -0.107 0.18 -0.01 0.14
C -2.530 0.561 1.217 0.04 0.01 0.14
C 3.018 1.115 3.382 0.01 0.01 -0.01
H 6.184 0.605 2.294 0.02 -0.01 0.00
H 4.929 -0.231 0.332 -0.02 -0.01 0.00
H 0.563 1.175 3.441 0.10 0.01 0.01
H -0.989 0.522 4.281 -0.03 -0.01 -0.02
H -3.270 0.751 5.046 -0.01 0.01 0.00
H -5.167 0.853 3.429 -0.01 0.00 0.00
H -5.945 0.731 1.057 -0.01 -0.01 -0.01
H -5.372 0.495 -1.392 0.00 0.00 0.01
H -2.976 0.333 -2.034 0.00 0.01 0.02
H 2.486 1.502 4.244 0.00 0.00 0.01
C 0.067 2.922 -0.560 -0.15 -0.11 -0.10
H -0.910 3.214 -0.142 0.10 0.06 0.04
H 0.398 3.709 -1.257 0.07 -0.04 0.05
C 0.510 -7.699 -0.113 0.00 0.08 0.00
C -0.438 -7.128 0.725 0.03 0.06 -0.04
C -0.599 -5.745 0.770 0.02 -0.10 -0.07
C 0.185 -4.911 -0.023 0.11 -0.06 0.08
C 1.147 -5.497 -0.848 -0.04 -0.04 0.04
C 1.305 -6.874 -0.904 -0.05 0.00 0.04
As 0.084 -2.917 -0.029 -0.16 -0.12 -0.14
C -1.616 -2.821 0.918 0.19 0.09 0.12
C -1.783 -2.698 2.288 -0.01 -0.01 -0.05
C -3.065 -2.625 2.819 -0.01 0.03 -0.05
C -4.166 -2.645 1.973 0.04 0.02 -0.07
C -3.998 -2.741 0.597 -0.09 -0.01 0.10
C -2.719 -2.831 0.065 0.03 -0.03 -0.36
C -2.381 -2.907 -1.379 -0.20 -0.01 0.36
C -3.294 -2.906 -2.426 -0.04 0.01 -0.13
C -2.842 -2.965 -3.737 0.00 0.00 0.10
C -1.478 -3.011 -4.006 -0.02 0.02 0.00
C -0.564 -2.993 -2.963 0.00 0.00 0.04
C -1.017 -2.957 -1.654 0.20 0.09 0.01
H 0.632 -8.775 -0.150 0.00 0.01 0.00
H -1.063 -7.761 1.345 0.01 0.01 0.00
H -1.355 -5.317 1.417 0.00 0.01 0.01
H 1.781 -4.863 -1.461 0.01 0.00 0.01
H 2.052 -7.307 -1.559 -0.01 0.01 0.01
H -0.919 -2.622 2.939 -0.01 -0.01 0.00
H -3.201 -2.483 3.884 -0.01 0.00 0.01
H -5.161 -2.527 2.383 -0.01 -0.01 0.00
H -4.862 -2.704 -0.056 0.00 0.01 0.02
H -4.356 -2.838 -2.222 0.00 0.00 0.00
H -3.554 -2.951 -4.554 -0.01 -0.01 -0.01
H -1.128 -3.026 -5.032 0.00 0.00 -0.01
H 0.500 -2.967 -3.171 0.00 -0.02 0.00